# 1
Molecular formula: C19H26I2IrNO4PS3Te
Method: DFT, wB97M-V/def2-TZVPD

Computed properties:
- energy (a.u.) = -3598.86865
- ΔE to the lowest compared entry with this formula, charge and spin (eV) = 0.5086

```
! RIJCOSX wB97M-V def2-TZVPD def2/J DEFGRID3
* xyz 1 1
Ir -0.6814 -0.1294 -0.0779
I -5.9287 -0.1469 -0.3026
C -4.5978 -0.5645 1.2294
C -5.1068 -1.0202 2.4671
C -4.2872 -1.3216 3.5177
I -5.1342 -1.9903 5.3046
C -2.8807 -1.1897 3.3784
C -1.9153 -1.4516 4.3703
C -0.5849 -1.2712 4.0967
C -0.1855 -0.8541 2.8229
N -1.0710 -0.6087 1.8763
C -2.4018 -0.7467 2.1324
C -3.2435 -0.4131 1.0485
O -2.6642 0.0474 -0.0613
H -6.1770 -1.1312 2.5727
H -2.2355 -1.7931 5.3457
H 0.1710 -1.4517 4.8469
H 0.8543 -0.6924 2.5816
C 0.0800 3.1705 -1.8838
C 0.8078 2.1217 -2.7191
S 0.4572 0.3655 -2.3747
C -0.3737 -0.1382 -3.9112
C -1.6775 0.5711 -4.2390
S -2.8529 0.2970 -2.9032
C -3.5809 1.9312 -2.6539
C -2.7948 2.8946 -1.7729
S -1.4591 3.8013 -2.6026
H 0.7188 4.0530 -1.8245
H -0.0808 2.8313 -0.8586
H 1.8850 2.2071 -2.5663
H 0.6164 2.2904 -3.7781
H -0.5170 -1.2141 -3.7920
H 0.3574 0.0108 -4.7077
H -2.0589 0.1896 -5.1868
H -1.5066 1.6421 -4.3427
H -4.5368 1.7323 -2.1719
H -3.7994 2.3736 -3.6268
H -2.3798 2.3734 -0.9109
H -3.4758 3.6554 -1.3875
C 4.3378 -2.5355 2.9849
C 3.7650 -2.4709 1.5932
O 2.9567 -1.2614 1.4969
P 2.2051 -0.9052 0.1577
O 1.3388 0.3224 0.4086
Te 0.4600 -2.4403 -0.4271
O 3.2884 -0.7640 -0.9627
C 4.1577 0.4112 -1.0683
C 5.4207 0.2377 -0.2607
H 5.0031 -3.3950 3.0627
H 3.5477 -2.6435 3.7267
H 4.9099 -1.6354 3.2068
H 3.1156 -3.3252 1.3866
H 4.5453 -2.4249 0.8334
H 3.5896 1.2881 -0.7541
H 4.3682 0.4888 -2.1320
H 5.1996 0.1152 0.7995
H 6.0407 1.1275 -0.3734
H 5.9918 -0.6204 -0.6134
*
```

# 2
Molecular formula: C4H7BrN4O3PS
Method: DFT, wB97M-V/def2-TZVPD

Computed properties:
- energy (a.u.) = -3914.75742
- SMILES = O=C(Br)Cn1[nH]cn/c1=[NH+]\P(O)(O)=S

```
! RIJCOSX wB97M-V def2-TZVPD def2/J DEFGRID3
* xyz 1 1
O -2.1238 1.8013 2.7215
C -1.9613 0.6559 2.5177
Br -2.0735 -0.6634 3.9220
C -1.6627 0.0779 1.1277
N -0.2698 -0.3328 0.9668
N 0.5071 -0.8820 1.9502
C 1.6979 -1.1189 1.4130
N 1.7461 -0.7636 0.1417
C 0.5234 -0.2930 -0.1317
N 0.1137 0.1674 -1.3268
P 1.0348 0.0906 -2.8300
O -0.1348 0.3711 -3.8727
O 1.8291 1.4746 -2.7856
S 2.0000 -1.4911 -3.1222
H -1.8368 0.9090 0.4383
H -2.3350 -0.7540 0.9016
H 0.1584 -1.0717 2.8835
H 2.5121 -1.5521 1.9792
H -0.8125 0.5686 -1.3615
H -0.8652 0.9489 -3.6232
H 1.9527 1.8572 -1.9092
*
```

LUMO energy: -4.33, -3.80 (eV)
Kohn-Sham gap: 6.26, 8.68 (eV)
HOMO energy: -0.38922, -0.45873 (hartree)